Entry from the Open Molecules 2025 dataset: C45H100CaN5O4S as an isolated structure in a non-equilibrium geometry (the ωB97M-V functional and the def2-TZVPD basis).

```
156
C45H100CaN5O4S the ωB97M-V functional and the def2-TZVPD basis
Ca -3.4144 0.5822 0.4421
S -0.6752 -0.2763 -0.1200
O -1.3671 -0.3199 1.1703
O -1.7671 0.2699 -0.9924
O 0.4474 0.6311 -0.0990
O -0.3377 -1.6184 -0.5985
C -1.6176 -1.6816 5.8912
C -1.0512 -2.9282 5.2103
C -1.4469 -3.0629 3.7436
N -1.0186 -4.3956 3.1323
C -1.8887 -5.5175 3.7010
C -3.3404 -5.4454 3.2615
C -3.5473 -5.3564 1.7754
C -2.6115 -4.2662 1.1977
C -1.1623 -4.4313 1.6316
C 0.3879 -4.7798 3.5260
H -1.0369 -1.4083 6.7654
H -2.6568 -1.8746 6.1623
H -1.7145 -0.8674 5.1644
H -1.4649 -3.7967 5.7294
H 0.0192 -2.9979 5.4025
H -0.9148 -2.3118 3.1504
H -2.4859 -2.9209 3.4610
H -1.8161 -5.5825 4.7843
H -1.4371 -6.4572 3.3723
H -3.8300 -4.6250 3.7978
H -3.8273 -6.3210 3.6984
H -4.5591 -5.2340 1.3980
H -3.1928 -6.2915 1.3279
H -3.0497 -3.2614 1.2915
H -2.6389 -4.3449 0.1055
H -0.4882 -3.7223 1.1514
H -0.8321 -5.4315 1.3459
H 0.9788 -3.8736 3.3835
H 0.7489 -5.5609 2.8637
H 0.4215 -5.0693 4.5706
C 4.0416 1.3534 -0.5066
C 4.2709 -0.0885 -0.9116
C 3.1122 -1.0563 -0.7462
N 3.4196 -2.5295 -0.8408
C 4.3193 -2.8872 0.3538
C 4.6634 -4.3509 0.3866
C 3.3866 -5.1680 0.4918
C 2.4003 -4.7938 -0.6262
C 2.1152 -3.2969 -0.7728
C 4.1114 -2.8836 -2.1271
H 3.7462 1.4247 0.5515
H 3.1084 1.6705 -0.9869
H 4.8603 2.0585 -0.6029
H 5.1632 -0.4522 -0.3958
H 4.6086 0.0057 -1.9494
H 2.3246 -0.9356 -1.4914
H 2.5932 -0.9036 0.1985
H 3.8701 -2.5689 1.2939
H 5.2182 -2.3163 0.1318
H 5.2984 -4.5263 1.2565
H 5.2699 -4.6031 -0.4836
H 2.8579 -4.9422 1.4239
H 3.5566 -6.2428 0.4905
H 1.4478 -5.3355 -0.5990
H 2.6904 -5.2392 -1.5854
H 1.6491 -2.9403 0.1443
H 1.5397 -3.0344 -1.6548
H 4.2567 -3.9414 -2.3068
H 5.0837 -2.3928 -2.1435
H 3.5159 -2.4443 -2.9270
C 1.8524 0.8772 -3.9998
C 0.6601 0.3105 -4.7858
C 0.0341 -0.8418 -3.9849
N -1.2687 -1.3846 -4.5382
C -2.4202 -0.3886 -4.4990
C -3.7129 -0.9819 -4.9974
C -4.0187 -2.3593 -4.4425
C -2.8540 -3.3340 -4.4307
C -1.5971 -2.6834 -3.8163
C -0.9787 -1.7350 -5.9802
H 2.3562 1.6274 -4.6044
H 2.5521 0.0997 -3.6853
H 1.5453 1.3052 -3.0392
H 1.0529 0.0175 -5.7576
H -0.0515 1.1197 -4.9647
H -0.1923 -0.6012 -2.9484
H 0.7326 -1.6739 -4.0730
H -2.4698 -0.0749 -3.4510
H -2.2197 0.4403 -5.1770
H -4.5623 -0.4069 -4.6232
H -3.7621 -1.0296 -6.0844
H -4.4890 -2.3599 -3.4547
H -4.7803 -2.8314 -5.0689
H -3.1091 -4.1653 -3.7685
H -2.6200 -3.8369 -5.3672
H -1.7474 -2.4539 -2.7620
H -0.8238 -3.4386 -3.9495
H -0.1691 -2.4454 -6.1209
H -0.9177 -0.8086 -6.5468
H -1.8401 -2.2066 -6.4525
C -1.2855 5.9068 4.9330
C -0.1046 5.1885 4.2609
C -0.3577 3.6847 4.3122
N 0.7070 2.8336 3.6555
C 0.1536 1.3926 3.6335
C 1.1742 0.2801 3.3166
C 2.3193 0.4731 4.3079
C 2.9656 1.8165 4.1189
C 1.9984 2.9296 4.4663
C 0.9231 3.2375 2.2429
H -2.2464 5.8551 4.4134
H -1.0989 6.9743 5.0277
H -1.4898 5.4656 5.9093
H 0.8152 5.4376 4.7913
H 0.0525 5.5161 3.2310
H -1.3333 3.5076 3.8567
H -0.3622 3.3741 5.3563
H -0.2622 1.2798 4.6345
H -0.6907 1.3790 2.9288
H 0.6619 -0.6537 3.5609
H 1.4547 0.1746 2.2709
H 1.9856 0.3996 5.3457
H 3.0607 -0.3173 4.1717
H 3.8827 1.9463 4.6968
H 3.3508 1.9798 3.1057
H 1.7317 2.9198 5.5238
H 2.3931 3.9243 4.2667
H 1.5897 2.5202 1.7618
H 1.5639 4.1130 2.1017
H -0.0302 3.4225 1.7591
C 2.3839 5.6745 -0.8769
C 0.9311 5.1549 -0.8924
C 0.3106 5.3066 -2.2663
N -1.0879 4.6709 -2.3684
C -1.5940 4.9012 -3.8036
C -3.0739 4.6329 -4.0252
C -3.8866 5.4117 -3.0278
C -3.4720 5.0413 -1.6187
C -2.0010 5.3007 -1.3319
C -1.0729 3.1794 -2.0942
H 2.3119 6.7146 -1.1910
H 2.9818 5.1354 -1.6137
H 2.8664 5.5003 0.0806
H 0.3832 5.5576 -0.0371
H 0.9256 4.0877 -0.6254
H 0.9298 4.8213 -3.0170
H 0.1073 6.3574 -2.4662
H -1.2559 5.8822 -4.1427
H -0.9936 4.2826 -4.4781
H -3.2026 5.0421 -5.0306
H -3.2798 3.5624 -4.0672
H -3.7771 6.4869 -3.1915
H -4.9537 5.2019 -3.1136
H -4.0885 5.5084 -0.8527
H -3.6156 3.9490 -1.5945
H -1.8499 6.3807 -1.3913
H -1.7572 4.9594 -0.3287
H -0.2803 2.7634 -2.7124
H -2.0132 2.6976 -2.3402
H -0.8910 3.0270 -1.0338
```

Results
HOMO level = -21.0 eV
F_max = 3.50 eV/Å
total charge = +5

Löwdin atomic charge list, values in e, 8 entries: number 1, Ca, carries 1.69; number 2, S, carries 0.18; number 3, O, carries -0.50; number 4, O, carries -0.57; number 5, O, carries -0.32; number 6, O, carries -0.33; number 7, C, carries -0.07; number 8, C, carries -0.22

Entry from the Open Molecules 2025 dataset: a 3-piece molecular cluster, C3H10N2S overall in a non-equilibrium geometry (the ωB97M-V functional and the def2-TZVPD basis).

```
16
C3H10N2S the ωB97M-V functional and the def2-TZVPD basis
N 0.0219 0.3390 1.4772
C -0.4514 -0.9904 1.4371
C 0.1879 -2.0946 0.9769
S 2.6917 0.1593 -0.5152
C -0.6877 0.6775 -1.3926
N -1.7279 1.6167 -1.0510
H 1.0119 0.3193 0.9250
H -0.6139 0.9907 0.9865
H -1.3786 -1.1537 1.9213
H -0.1946 -3.0648 1.1725
H 1.1335 -2.1142 0.5025
H 3.3230 1.3032 -0.7473
H -0.9323 0.1130 -2.2956
H -1.2434 0.3241 -0.4641
H 0.3346 1.0968 -1.4741
H -1.4747 2.4780 -1.4592
```

Results
multiplicity = 2
expectation value of S² = 1.77
ΔE to the lowest compared entry with this formula, charge and spin = 7.505 eV
HOMO level (spin up / spin down) = -14.1 / -13.7 eV
F_max = 5.50 eV/Å
total charge = +1

Löwdin atomic charge list, values in e, 8 entries: number 1, N, carries 0.17; number 2, C, carries -0.12; number 3, C, carries 0.19; number 4, S, carries 0.55; number 5, C, carries -0.21; number 6, N, carries 0.03; number 7, H, carries 0.01; number 8, H, carries 0.10

Entry from the Open Molecules 2025 dataset: C2H3Br3Si as an isolated structure in a non-equilibrium geometry (the ωB97M-V functional and the def2-TZVPD basis).

```
9
C2H3Br3Si the ωB97M-V functional and the def2-TZVPD basis
C -2.0626 0.4995 -0.1018
C -2.9998 -0.4020 -0.0514
Si -0.2269 0.2280 -0.0559
Br -2.5192 2.2922 -0.2245
Br -4.8711 -0.0284 0.0200
Br -2.5901 -2.2345 0.2476
H 0.0415 -0.8969 0.9213
H 0.4815 1.4568 0.1642
H -0.3173 -0.3511 -1.4113
```

Results
multiplicity = 3
expectation value of S² = 2.01
HOMO level (spin up / spin down) = -5.7 / -10.1 eV
F_max = 11.41 eV/Å

Löwdin atomic charge list, values in e, 8 entries: number 1, C, carries -1.12; number 2, C, carries -1.31; number 3, Si, carries 0.55; number 4, Br, carries 0.73; number 5, Br, carries 0.64; number 6, Br, carries 0.68; number 7, H, carries -0.07; number 8, H, carries -0.08

Summary of E in Eh
-3423.450523 -627.445157 -8089.335971
(order as listed above)